Entry from OMol25: a 4-piece molecular cluster, C14H26B2FO11P overall (wB97M-V/def2-TZVPD).

Spin multiplicity   1
Highest occupied orbital energy   -0.37811 Ha
Relative energy (zero: lowest compared OMol25 entry of this formula, charge and spin)   0.838 eV
Strongest force on any atom   2.71 eV Å⁻¹
Orbital gap   8.5 eV
SMILES   CCB(O)B(F)[PH2]=O.C[C@@H]1COC(=O)O1.C[C@@H]1COC(=O)O1.C[C@@H]1COC(=O)O1
Net charge   0
Lowest unoccupied orbital energy   -1.758 eV

XYZ file:
```
55
Properties=species:S:1:pos:R:3:forces:R:3
C 1.475 6.195 -0.121 -0.70 -0.45 0.14
C 1.074 4.727 0.365 0.14 0.76 -0.31
B 2.351 3.835 0.742 0.16 1.94 -1.33
O 3.585 4.116 0.040 -1.57 -1.23 0.62
B 2.401 2.579 1.840 -0.18 -0.44 2.49
F 2.022 2.636 3.172 0.52 -0.05 -1.95
P 3.102 0.885 1.176 -1.14 -0.80 -2.33
O 2.251 0.354 0.005 0.83 0.80 1.73
H 0.540 6.672 -0.519 0.95 -0.30 0.21
H 1.797 6.810 0.754 0.04 -0.48 -0.84
H 2.254 6.154 -0.923 -0.66 0.21 0.84
H 0.523 4.261 -0.505 0.41 0.13 0.90
H 0.344 4.851 1.207 0.51 -0.44 -0.71
H 3.450 3.690 -0.825 0.41 0.48 -0.07
H 4.390 1.224 0.629 -0.17 -0.30 0.94
H 3.203 -0.022 2.274 0.43 0.25 -0.31
C 2.287 -2.632 -1.067 0.21 -0.34 0.08
C 1.332 -3.158 -2.113 0.76 0.49 0.58
C -0.060 -2.606 -2.008 -0.22 0.46 -0.20
O -0.838 -3.647 -2.607 0.16 -0.22 0.05
C -0.153 -4.805 -2.416 -0.01 -0.46 0.06
O -0.596 -5.890 -2.626 0.00 0.17 -0.04
O 1.099 -4.562 -1.947 -0.57 -0.06 -0.31
H 1.867 -2.730 -0.064 -0.10 0.07 -0.08
H 3.216 -3.206 -1.076 -0.03 0.04 -0.14
H 2.520 -1.582 -1.244 -0.10 -0.04 0.04
H 1.752 -3.006 -3.113 -0.13 0.00 -0.01
H -0.183 -1.668 -2.549 -0.14 -0.15 -0.07
H -0.399 -2.471 -0.977 0.18 -0.02 0.01
C -3.640 -4.579 -4.254 -0.25 0.16 0.17
C -4.206 -4.474 -5.651 0.42 -0.30 0.93
C -3.321 -3.744 -6.621 0.36 -0.17 -0.34
O -4.266 -3.250 -7.572 -0.19 0.03 0.16
C -5.444 -3.097 -6.910 -0.44 0.24 -0.04
O -6.395 -2.535 -7.349 0.16 -0.08 0.03
O -5.388 -3.666 -5.676 0.04 0.14 -0.57
H -3.321 -3.603 -3.883 0.04 -0.03 -0.11
H -4.401 -4.945 -3.561 0.06 -0.13 -0.09
H -2.786 -5.258 -4.227 -0.04 0.02 0.00
H -4.474 -5.469 -6.022 0.03 0.08 -0.11
H -2.593 -4.397 -7.101 -0.13 0.09 -0.15
H -2.800 -2.892 -6.176 -0.06 -0.09 0.15
C 0.775 1.216 6.113 -0.30 -0.22 0.09
C 0.441 2.667 6.377 0.30 -0.89 -0.40
C 1.326 3.328 7.394 0.43 0.29 -0.02
O 0.478 4.360 7.898 -0.22 -0.15 -0.06
C -0.802 3.923 7.749 -0.50 0.16 0.25
O -1.753 4.450 8.227 0.19 -0.07 -0.08
O -0.848 2.798 6.983 0.14 0.47 0.22
H 0.843 0.651 7.046 0.03 0.11 0.01
H -0.011 0.745 5.519 0.09 0.09 -0.09
H 1.722 1.123 5.580 -0.04 0.09 0.00
H 0.425 3.224 5.434 0.06 0.07 0.08
H 2.232 3.748 6.956 -0.11 0.16 0.10
H 1.601 2.671 8.224 -0.06 -0.11 -0.12
```
Positions in Å, forces in eV/Å.